# HIO4S

A structure of composition HIO4S in a non-equilibrium geometry (wB97M-V/def2-TZVPD, the OMol25 dataset).

The geometry in XYZ format:
```
7
Properties=species:S:1:pos:R:3:forces:R:3:lowdin_charge:R:1
O 0.22966 -1.54589 1.85140 0.4 0.3 -2.0 -0.4561
O 0.22144 -2.54000 -0.44746 0.2 0.9 0.3 -0.4231
O -0.04755 1.72283 -0.89398 3.0 -1.1 -0.7 -0.2329
O 1.22637 1.31621 -0.61229 -0.9 -0.5 -0.8 -0.0956
S 0.24373 -1.36241 0.39251 -0.2 -1.4 1.8 0.4768
I -1.90712 -0.05661 0.04733 -1.4 -0.4 0.2 0.6675
H 0.03347 2.46586 -0.33751 -1.1 2.2 1.2 0.0634
```
Positions in Å, forces in eV/Å.

For the total energy, the calculation gives -27135.9420 eV. As for the HOMO-LUMO gap (spin up / spin down): 8.3012 / 6.5317 eV. The LUMO energy (spin up / spin down) comes out at -1.9 / -3.5 eV. The calculation puts the energy relative to the best compared isomer or geometry (same formula, charge and spin) at 198.3 kJ/mol.



# CHCl2NO

The molecule CHCl2NO in a non-equilibrium geometry (wB97M-V/def2-TZVPD, the OMol25 dataset).

The geometry in XYZ format:
```
6
Properties=species:S:1:pos:R:3:forces:R:3:lowdin_charge:R:1
C 0.19019 0.71652 0.31722 -0.2 -0.8 2.4 -0.6448
N 0.21262 0.93140 -1.80461 -0.3 -1.0 -2.4 -0.4789
O 0.37938 1.51086 -0.65069 0.4 1.4 0.1 -0.2160
Cl 0.26197 1.34889 1.88964 0.0 0.0 -0.2 0.6951
Cl 0.56281 2.03157 -3.05874 0.1 0.3 0.2 0.5502
H -0.07861 -0.31845 0.17747 0.0 0.1 -0.2 0.0945
```
Positions in Å, forces in eV/Å.

For the total energy, the calculation gives -29630.5483 eV. As for the HOMO-LUMO gap (spin up / spin down): 8.9675 / 7.7310 eV. The LUMO energy (spin up / spin down) comes out at 0.0 / -0.4 eV. The calculation puts the energy relative to the best compared isomer or geometry (same formula, charge and spin) at 267.3 kJ/mol.



# C29H43Cl14NO6S2

A structure of composition C29H43Cl14NO6S2 in a non-equilibrium geometry (wB97M-V/def2-TZVPD, the OMol25 dataset).

The geometry in XYZ format:
```
95
Properties=species:S:1:pos:R:3:forces:R:3:lowdin_charge:R:1
C 4.89186 0.56931 0.45326 0.0 -1.5 -0.9 -0.0542
C 3.63851 0.54756 -0.59138 0.5 1.1 3.0 -0.3119
C 3.45911 2.05467 -1.10114 1.2 -0.1 -0.9 -0.1218
O 2.98521 2.94674 -0.01189 -2.1 0.7 -1.4 -0.0644
C 2.48076 4.10911 -0.65688 3.3 1.8 -2.4 -0.4073
O 3.27095 4.73532 -1.42070 -3.4 -2.2 2.9 0.0577
C 1.01497 4.70996 -0.47201 0.1 1.0 0.3 -0.3045
S -0.29023 3.43492 -0.09393 0.3 0.0 0.3 0.9553
N -1.83264 3.95130 -0.75939 -0.2 0.2 -0.9 -0.2905
C -2.98372 3.75630 0.17862 -1.0 -0.4 1.6 -0.3519
O -3.45838 4.59312 0.97201 2.0 -3.0 -3.0 0.0732
C -3.41826 2.24753 -0.06902 -0.6 -3.2 -1.4 -0.0404
C -4.28718 1.26511 0.75021 1.8 -0.9 -3.6 0.0342
C -4.44520 -0.18694 0.17046 2.0 2.1 -1.5 -0.0818
C -3.78476 -0.66445 -1.15884 0.7 4.1 0.8 -0.0611
C -2.95549 0.34834 -1.98796 -1.4 1.4 3.1 -0.0098
C -2.79757 1.77229 -1.41571 -1.4 -0.7 2.2 -0.0562
C -2.04323 3.06632 -1.95028 -0.4 -1.5 -2.7 -0.4063
O -1.73630 3.29340 -3.14232 -0.8 -0.4 4.9 0.0669
O 4.00772 -0.40599 -1.62033 -2.2 0.8 -1.1 -0.0413
C 3.10671 -0.40018 -2.72692 1.1 1.5 -2.9 -0.4226
O 3.50449 0.13975 -3.78918 -1.6 -2.2 3.7 0.0563
C 1.60995 -1.00564 -2.63321 1.4 -0.6 0.6 -0.3805
S 0.49308 0.44030 -2.25610 -0.2 -0.2 -0.1 0.7193
H 5.41197 -0.45634 0.31105 -0.8 1.6 0.3 0.0854
H 5.67048 1.35141 0.16288 -1.4 -1.0 0.7 0.0018
H 4.56095 0.60399 1.54315 0.4 0.4 -1.5 0.0867
H 2.73839 0.19122 0.04016 1.3 0.6 -1.6 0.0503
H 4.50915 2.44550 -1.38442 -1.8 -0.7 0.1 0.1103
H 2.72427 2.19155 -1.96189 1.1 -0.6 1.0 0.1080
H 0.73892 5.27785 -1.43064 0.6 -1.0 1.4 0.1178
H 1.06134 5.47672 0.39124 0.0 -1.2 -1.4 0.1080
H -4.76885 1.60669 1.72010 0.7 -0.7 -1.5 0.1043
H -5.07228 -0.96301 0.74221 2.2 2.7 -1.1 -0.1230
H -3.88224 -1.73013 -1.55476 0.0 1.7 0.9 0.0729
H -2.42759 0.11014 -2.97000 -1.0 0.2 1.6 0.0910
H 1.32723 -1.44569 -3.66146 0.4 1.2 1.6 0.1043
H 1.52673 -1.86821 -1.88946 0.2 1.4 -0.8 0.0858
H 0.45654 0.68765 -0.89252 0.5 -0.9 -1.0 -0.1774
Cl -6.25079 -2.23489 1.03196 -1.7 -1.2 0.5 0.6482
C -7.76662 -2.93986 1.65316 -0.3 -0.3 0.1 -0.6040
C -8.42880 -2.05187 2.68679 -0.1 0.0 -0.1 -0.6561
Cl -7.49239 -1.96698 4.19983 0.0 0.0 0.0 0.5433
H -7.53872 -3.92767 2.05861 0.1 0.2 0.0 0.0639
H -8.42977 -3.06912 0.79559 0.1 0.1 0.1 0.0798
H -9.41096 -2.45288 2.94485 0.1 0.0 -0.1 0.0738
H -8.56362 -1.03465 2.31506 0.1 -0.1 0.0 0.0715
Cl 1.41944 -3.65102 1.23420 0.1 0.0 0.0 0.5591
C 1.64668 -2.63130 2.67766 0.1 0.1 0.2 -0.6382
C 0.64553 -1.49566 2.73879 -0.1 -0.2 0.2 -0.6223
Cl 0.92568 -0.28288 1.46444 -0.2 -0.1 0.2 0.6263
H 2.67357 -2.26140 2.67216 -0.2 0.0 -0.1 0.0709
H 1.52350 -3.28071 3.54652 -0.1 0.1 -0.1 0.0749
H 0.73262 -0.97523 3.69473 0.1 -0.1 -0.1 0.0772
H -0.37956 -1.85795 2.64110 0.1 0.0 -0.1 0.0629
Cl -1.93843 8.90009 1.01135 0.0 0.1 0.0 0.5312
C -3.32839 7.78548 0.95835 -0.2 -0.2 -0.1 -0.6830
C -4.62863 8.50563 0.66545 0.1 -0.2 -0.2 -0.6628
Cl -5.13607 9.55608 2.01270 0.0 0.1 0.0 0.5281
H -3.37024 7.25215 1.90901 0.0 0.1 -0.1 0.0646
H -3.12140 7.05945 0.17069 -0.1 0.1 0.1 0.0546
H -5.42846 7.77805 0.51365 0.1 0.0 0.1 0.0719
H -4.55330 9.12089 -0.23284 0.1 0.0 0.2 0.0683
Cl 8.01747 1.74176 -0.30391 0.3 0.1 -0.1 0.5908
C 9.23309 1.59453 0.98947 0.1 0.0 0.1 -0.6426
C 9.52049 0.14952 1.34297 0.2 0.1 -0.1 -0.6590
Cl 8.13462 -0.63700 2.14025 0.0 0.0 0.0 0.5424
H 8.87597 2.15615 1.85451 0.0 -0.1 -0.1 0.0716
H 10.14298 2.07485 0.62437 -0.1 -0.1 0.0 0.0729
H 10.35779 0.09856 2.04200 -0.1 0.1 0.0 0.0713
H 9.77904 -0.43611 0.45914 -0.1 0.1 0.1 0.0698
Cl 7.78573 3.24499 -6.26467 0.1 0.0 0.0 0.5277
C 6.25317 2.57516 -5.64866 -0.2 -0.1 0.1 -0.6650
C 5.58244 3.50042 -4.65426 -0.2 0.0 -0.2 -0.6484
Cl 6.49255 3.62260 -3.12797 0.1 0.0 0.0 0.5465
H 6.46338 1.59875 -5.20908 0.0 0.2 0.0 0.0697
H 5.60297 2.42656 -6.51282 0.0 0.1 0.1 0.0727
H 4.59175 3.11660 -4.40136 0.1 -0.1 0.0 0.0677
H 5.46404 4.50724 -5.05842 0.1 -0.1 0.1 0.0709
Cl -1.96394 -3.33646 -0.21007 0.0 0.0 0.0 0.5684
C -2.18174 -4.47751 1.13986 0.0 -0.2 0.1 -0.6553
C -3.13911 -5.60033 0.79566 0.2 -0.1 0.2 -0.6759
Cl -4.82042 -5.02843 0.61672 0.2 -0.2 -0.1 0.5338
H -2.52346 -3.91146 2.00860 -0.1 0.0 -0.2 0.0736
H -1.19580 -4.88859 1.36732 -0.1 0.0 -0.1 0.0396
H -3.14242 -6.34233 1.59822 0.0 0.4 -0.3 -0.0329
H -2.85308 -6.10228 -0.13057 0.0 0.2 0.1 0.0750
Cl -2.53135 -8.36368 2.52950 0.2 -0.4 0.2 0.5920
C -3.86029 -9.30378 1.80367 -0.3 -0.1 -0.1 -0.6384
C -3.70871 -10.79136 2.04792 -0.1 0.0 0.1 -0.6647
Cl -2.32901 -11.48213 1.15815 0.0 0.0 0.0 0.5421
H -3.89415 -9.07341 0.73724 0.1 -0.1 0.1 0.0742
H -4.78600 -8.94580 2.25847 0.1 -0.1 0.0 0.0786
H -4.60197 -11.31601 1.70304 0.1 0.1 0.0 0.0740
H -3.57229 -11.01228 3.10791 0.1 0.1 -0.1 0.0698
```
Positions in Å, forces in eV/Å.

For the total energy, the calculation gives -241523.5803 eV. As for the HOMO-LUMO gap: 8.1903 eV. The LUMO energy comes out at -0.9 eV.



# C14H14IIrN2O9P2Te4

A structure of composition C14H14IIrN2O9P2Te4 in a non-equilibrium geometry (wB97M-V/def2-TZVPD, the OMol25 dataset).

The geometry in XYZ format:
```
47
Properties=species:S:1:pos:R:3:forces:R:3:mulliken_spin:R:1
Ir -0.64623 -0.28955 -0.99478 0.2 -0.2 -0.5 0.6883
C -4.04299 0.97949 1.43739 0.0 0.0 0.0 -0.0003
C -2.75227 0.80401 2.17099 0.0 -0.1 0.1 -0.0104
N -2.57406 1.40384 3.32342 0.0 0.0 0.0 -0.0022
C -1.38835 1.27782 3.95114 0.1 -0.1 0.1 0.0041
C -0.32088 0.58083 3.44514 -0.1 0.0 0.0 0.0089
C 0.97634 0.57645 4.20568 0.0 0.1 0.0 -0.0029
O 1.45890 -0.73386 4.51616 0.0 0.0 0.1 -0.0002
C -0.48086 -0.07304 2.20097 -0.3 0.5 0.0 0.0083
C 0.61829 -0.75226 1.59164 0.0 -0.7 -0.2 -0.0275
N 0.56602 -1.24470 0.39646 0.5 1.3 -0.2 0.0553
C 1.65500 -1.91110 -0.19992 0.2 -0.5 -0.1 0.0329
C 2.97171 -1.81325 0.24710 -0.2 0.1 -0.1 0.0012
C 3.98940 -2.46094 -0.43108 0.0 -0.1 0.0 -0.0002
C 3.71402 -3.22100 -1.55795 0.0 0.0 0.0 0.0024
C 2.40652 -3.34110 -2.00854 0.1 -0.1 0.1 -0.0203
C 1.39180 -2.69796 -1.32839 0.1 0.2 0.2 0.0219
I -0.57327 -2.83784 -2.02964 0.3 -0.9 -0.1 0.1159
C -1.73629 0.00353 1.55806 0.3 -0.1 0.4 -0.0013
O -2.02360 -0.62182 0.46075 -0.3 0.3 -0.5 0.0076
H -4.71819 1.59030 2.03256 0.0 0.0 0.0 0.0000
H -4.50112 0.01462 1.21448 0.0 0.0 0.0 0.0002
H -3.85408 1.45881 0.47372 0.0 0.0 0.0 -0.0001
H -1.29752 1.78895 4.90445 0.0 0.0 0.0 0.0001
H 0.84535 1.15735 5.12401 0.0 0.0 0.0 -0.0002
H 1.77085 1.05343 3.62870 0.0 0.0 0.0 0.0009
H 0.74240 -1.20881 4.95148 0.0 0.0 0.0 0.0002
H 1.50858 -0.88843 2.19725 -0.1 -0.3 0.0 0.0011
H 3.20913 -1.19700 1.10363 0.0 0.0 0.0 0.0005
H 5.00921 -2.35429 -0.08439 0.0 0.0 0.0 0.0005
H 4.51470 -3.71112 -2.09620 0.0 0.0 0.0 0.0001
H 2.18033 -3.92921 -2.88766 0.0 0.0 0.0 -0.0022
O -0.07156 4.13189 -0.51754 0.4 -0.1 0.0 0.0018
P -0.04602 2.59444 -0.97239 0.0 -0.1 -0.1 0.0053
O 0.58063 1.74435 0.07163 0.0 0.2 0.5 0.0452
O -1.37264 2.18229 -1.52371 -0.1 0.2 0.2 -0.0088
O 1.01539 2.62477 -2.23708 -0.1 0.1 0.0 0.0006
P 0.98310 1.38249 -3.25296 -0.2 0.8 -0.4 0.0059
O 2.44529 1.45257 -3.90299 0.0 -0.2 0.2 0.0004
O -0.06740 1.62152 -4.30240 0.3 -0.1 0.2 -0.0013
O 0.92404 0.09502 -2.46956 -0.1 -0.5 0.4 0.0369
H -0.56463 4.64779 -1.15976 -0.2 0.1 -0.1 0.0009
H 2.50149 2.20296 -4.49908 0.0 0.1 -0.2 0.0002
Te -3.65345 -2.15964 -3.20598 -0.3 -0.2 0.3 -0.0006
Te -5.62127 -1.06213 -4.73310 0.8 1.2 -0.4 0.0091
Te -3.81415 1.20488 -5.13534 -1.0 -0.7 0.1 0.0072
Te -1.85763 -0.06536 -3.67637 0.0 -0.6 -0.1 0.0146
```
Positions in Å, forces in eV/Å.

As for the spin multiplicity: 2. For the total energy, the calculation gives -94851.7580 eV. Its total charge is -1. As for the HOMO-LUMO gap (spin up / spin down): 5.1130 / 5.1775 eV. The LUMO energy (spin up / spin down) comes out at 1.2 / 1.2 eV. The calculation puts the energy relative to the best compared isomer or geometry (same formula, charge and spin) at 281.1 kJ/mol. The expectation value of S² is 0.76.